# 1
Below is a structure of composition C22H23F5N6O2OsSe, with properties calculated with the ωB97M-V functional and the def2-TZVPD basis.

Geometry as XYZ:
```
60
Properties=species:S:1:pos:R:3
Os -0.6216 -0.0660 0.0489
C -0.5734 -1.2876 2.8822
C -0.6221 -2.4207 1.8982
N 0.0823 -1.9860 0.6652
C -0.0529 -3.0217 -0.3961
C -1.3573 -2.7803 -1.0828
C -2.0970 -3.7322 -1.7584
C -3.3073 -3.3612 -2.3244
C -3.7778 -2.0634 -2.1582
C -2.9930 -1.1702 -1.4638
C -3.3400 0.2407 -1.1182
N -2.6541 0.5446 0.1684
C -3.3300 -0.0121 1.3614
C -2.4569 0.3531 2.5314
N -1.0524 -0.0375 2.2190
N -1.7936 -1.5168 -0.9794
H 0.4527 -1.1144 3.2079
H -1.1817 -1.5047 3.7595
H -1.6472 -2.6767 1.6244
H -0.1455 -3.3137 2.3060
H 1.0746 -1.8722 0.8881
H 0.0149 -4.0212 0.0340
H 0.7559 -2.8895 -1.1094
H -1.7317 -4.7472 -1.8339
H -3.8994 -4.0878 -2.8646
H -4.7400 -1.7603 -2.5472
H -4.4162 0.3889 -1.0244
H -2.9517 0.9357 -1.8651
H -2.5969 1.5599 0.2513
H -3.4151 -1.0911 1.2279
H -4.3342 0.4023 1.4676
H -2.7997 -0.1069 3.4572
H -2.4750 1.4346 2.6789
H -0.4522 0.7105 2.5527
F 6.4686 0.7607 -0.4564
C 5.2190 0.5153 -0.7988
C 4.6311 -0.6960 -0.4710
F 5.3147 -1.6107 0.1979
C 3.3176 -0.9246 -0.8267
F 2.7647 -2.0930 -0.4436
C 2.5490 0.0134 -1.4988
Se 0.7571 -0.3603 -2.0463
C 3.1682 1.2103 -1.8170
F 2.4948 2.1684 -2.4680
C 4.4831 1.4722 -1.4756
F 5.0271 2.6445 -1.7735
C 0.4906 4.4984 -1.1765
N 0.9697 3.4614 -0.2527
C 2.1364 3.6007 0.4885
C 2.6408 2.6199 1.2562
C 1.9766 1.3239 1.3118
O 2.3850 0.2876 1.7948
N 0.7452 1.3308 0.6697
C 0.3139 2.3077 -0.1290
O -0.7616 1.9688 -0.7399
H 1.3019 5.1971 -1.3556
H -0.3600 5.0252 -0.7494
H 0.2061 4.0324 -2.1162
H 2.6285 4.5569 0.3791
H 3.5674 2.7603 1.7925
```

Properties
Net charge   +2
ΔE to the lowest compared entry with this formula, charge and spin   0.0 kJ/mol
E   -4322.14801 Ha
HOMO level   -14.071 eV

# 2
Below is an isolated molecule of C22H23FN2O3S, with properties calculated with the ωB97M-V functional and the def2-TZVPD basis.

Geometry as XYZ:
```
52
Properties=species:S:1:pos:R:3
C -5.3151 -2.4743 -1.4024
H -4.3748 -3.0045 -1.5333
H -5.5078 -1.8628 -2.2804
H -6.1095 -3.2141 -1.3303
C -5.2965 -1.6245 -0.1289
C -4.2017 -0.5693 -0.1422
C -4.0435 0.2627 0.9667
C -3.0655 1.2392 0.9986
C -2.2342 1.3958 -0.0918
C -2.3666 0.5924 -1.2043
C -3.3462 -0.3862 -1.2255
H -3.4334 -1.0043 -2.1033
H -1.7064 0.7474 -2.0424
S -0.9565 2.6338 -0.0745
O -1.0596 3.4299 1.1144
O -0.8986 3.3089 -1.3354
N 0.3925 1.6180 0.0268
C 1.6896 2.0491 -0.2129
C 2.0534 2.9396 -1.1772
C 3.4174 3.2677 -1.3317
C 4.3424 2.6880 -0.5277
N 3.9860 1.7946 0.4344
C 2.6780 1.4212 0.6521
O 2.3790 0.6161 1.5305
C 4.9885 1.1516 1.2617
C 5.3045 -0.2399 0.7673
C 5.3928 -1.3023 1.6563
C 5.6886 -2.5770 1.2047
C 5.8961 -2.8141 -0.1427
C 5.7987 -1.7476 -1.0168
C 5.5094 -0.4668 -0.5873
H 5.4376 0.3312 -1.3106
F 5.9966 -1.9589 -2.3354
H 6.1235 -3.7990 -0.5182
H 5.7522 -3.3945 1.9062
H 5.2199 -1.1316 2.7074
H 5.8927 1.7669 1.2628
H 4.5911 1.0883 2.2783
H 5.3962 2.9116 -0.5994
H 3.7198 3.9767 -2.0832
H 1.3028 3.3974 -1.7990
H 0.3841 1.0346 0.8607
H -2.9372 1.8894 1.8495
H -4.6913 0.1530 1.8223
C -6.6556 -0.9220 0.0003
H -6.8073 -0.2407 -0.8339
H -7.4567 -1.6577 -0.0048
H -6.7227 -0.3518 0.9223
C -5.0769 -2.5614 1.0674
H -5.8389 -3.3375 1.0756
H -5.1297 -2.0255 2.0104
H -4.1011 -3.0369 0.9985
```

Properties
Net charge   0
SMILES   CC(C)(C)c1ccc(S(=O)(=O)Nc2cccn(Cc3cccc(F)c3)c2=O)cc1
ΔE to the lowest compared entry with this formula, charge and spin   17.8 kJ/mol
E   -1685.43902 Ha
HOMO level   -8.060 eV

no.,E_LUMO (eV),maximum force (eV/Å)
1,-6.9571,0.7
2,0.5984,1.0